#A
The following is a DFT calculation (the ωB97M-V functional and the def2-TZVPD basis) of a 4-piece molecular cluster, C3H14NO4 overall.

Properties
Molecular weight in g mol⁻¹: 128.1
HOMO level in hartree: -0.5202
Gap between HOMO and LUMO in eV: 11.2
LUMO in eV: -2.968

ORCA input file:
```
! wB97M-V def2-TZVPD RIJCOSX def2/J DEFGRID3
* xyz 1 1
H 1.00977 -0.36251 0.35880
H 0.33119 1.07979 0.95967
O -1.57879 0.06245 -1.85886
H 0.90522 3.59133 1.82851
H 0.23161 0.37343 -2.47605
C -1.55742 -1.48733 -0.02485
H 2.79051 -0.81225 0.60910
C -1.02433 -0.47726 0.99917
H -0.89090 -2.29666 -0.34320
H 0.44273 3.93833 0.49639
H -2.34669 -2.08609 0.43028
H 1.75607 0.66179 -2.47471
O 0.47386 3.16021 1.07701
H -0.75310 -0.98971 1.91941
H 0.01508 0.50674 -0.53682
C -2.13753 -0.80405 -1.23385
H 3.50090 -1.98806 1.09616
N 0.18159 0.19608 0.46180
O 2.60130 -1.66217 0.96236
H -3.10152 -1.22502 -1.55340
H -1.86292 0.17783 1.21631
O 1.01338 0.44313 -1.91323
*
```

For each atom in turn, the Löwdin charge in e is:
1 H 0.10
2 H 0.13
3 O 0.05
4 H 0.06
5 H 0.05
6 C -0.12
7 H 0.01
8 C -0.12
9 H 0.14
10 H 0.07
11 H 0.12
12 H 0.08
13 O -0.05
14 H 0.14
15 H 0.10
16 C -0.20
17 H 0.07
18 N 0.17
19 O -0.03
20 H 0.14
21 H 0.14
22 O -0.04

***

#B
The following is a DFT calculation (the ωB97M-V functional and the def2-TZVPD basis) of a 5-piece molecular cluster, C3H14NO4 overall.

Properties
Molecular weight in g mol⁻¹: 128.1
HOMO level in hartree: -0.5331
Gap between HOMO and LUMO in eV: 10.5
LUMO in eV: -3.965

ORCA input file:
```
! wB97M-V def2-TZVPD RIJCOSX def2/J DEFGRID3
* xyz 1 1
H 0.10547 -2.42238 3.56988
N 0.24898 1.27144 -0.32044
H -0.64627 1.60547 0.09052
C 1.51900 1.91524 -0.05745
H 0.97225 -0.00301 -1.79143
C 0.14027 0.34834 -1.18168
H -3.04263 1.82851 1.19907
O -2.22165 1.49882 0.78125
H -1.85398 -1.89857 0.94349
H -0.75816 -0.20022 -1.45311
O -2.55679 -1.28524 0.74375
H 3.38781 1.76363 0.97291
O 1.25994 -0.48036 -3.98449
H 2.09740 -0.11338 -4.25126
H -0.07740 -3.86508 3.21497
H 1.55828 2.90610 -0.49832
H -3.30696 -1.72192 0.29883
C 2.37024 1.43175 0.81251
H 0.89959 -0.92984 -4.75409
H -2.07178 0.74156 1.34757
H 2.17209 0.58546 1.45709
O -0.19568 -2.97633 2.86045
*
```

For each atom in turn, the Löwdin charge in e is:
1 H 0.02
2 N 0.06
3 H 0.11
4 C -0.13
5 H 0.10
6 C 0.17
7 H 0.10
8 O -0.06
9 H 0.02
10 H 0.13
11 O -0.05
12 H 0.08
13 O -0.05
14 H 0.04
15 H 0.05
16 H 0.13
17 H 0.07
18 C 0.09
19 H 0.05
20 H 0.03
21 H 0.08
22 O -0.05

***

Q: What are the energies relative to the best structure? A: #A 0.0; #B 29.5, in kcal/mol.

***

#A
The following is a DFT calculation (the ωB97M-V functional and the def2-TZVPD basis) of C3H9N3O2S as an isolated structure.

Properties
Molecular weight in g mol⁻¹: 151.2
HOMO level in hartree: -0.2987
Gap between HOMO and LUMO in eV: 8.9
LUMO in eV: 0.785

ORCA input file:
```
! wB97M-V def2-TZVPD RIJCOSX def2/J DEFGRID3
* xyz 0 1
N 1.27474 -1.02140 0.11976
H 3.39432 1.11254 -0.85116
H 0.27669 -1.21385 0.27340
C -3.22130 0.30054 0.11197
H -3.19810 -0.45341 -0.69537
S -1.69874 -0.09127 1.17079
H -0.84333 1.21628 -0.91558
H -2.98980 1.36563 -0.01118
H -0.67988 2.26580 0.49788
C -0.37489 1.39095 0.06095
N 1.02189 1.29631 -0.01921
C 1.75277 0.27291 0.00416
O 1.99590 -2.15181 -0.42759
H -4.12290 0.14697 0.70412
H 3.27009 -0.58559 -0.88113
O -1.19535 -1.44655 0.86246
N 3.08923 0.29267 -0.35065
H 2.24869 -2.69672 0.34637
*
```

For each atom in turn, the Löwdin charge in e is:
1 N 0.02
2 H 0.09
3 H 0.03
4 C -0.26
5 H 0.06
6 S 0.87
7 H 0.08
8 H 0.02
9 H 0.03
10 C -0.19
11 N 0.03
12 C -0.49
13 O -0.04
14 H 0.03
15 H 0.10
16 O -0.62
17 N 0.12
18 H 0.12

***

#B
The following is a DFT calculation (the ωB97M-V functional and the def2-TZVPD basis) of the molecule C3H9N3O2S.

Properties
Molecular weight in g mol⁻¹: 151.2
HOMO level in hartree: -0.3354
Gap between HOMO and LUMO in eV: 10.0
LUMO in eV: 0.879

ORCA input file:
```
! wB97M-V def2-TZVPD RIJCOSX def2/J DEFGRID3
* xyz 0 1
H -0.24918 0.76137 1.45481
C 0.69727 -1.08894 -0.02035
H -0.14359 0.21007 -1.47673
C -1.92969 1.53071 0.07478
N 0.19885 0.25861 -0.49348
O -0.39512 -1.97473 0.33287
O -2.50145 -0.99503 -0.60116
H -1.67225 2.61315 0.25541
H -2.17640 1.57088 -0.98551
H -2.77181 1.18909 0.65171
H 1.81228 0.14066 1.06300
C -0.83783 0.46738 0.49342
S -1.77254 -1.19367 0.62924
N 1.36446 -0.85526 1.21218
N 1.64746 -1.68352 -1.03464
H 1.33646 -1.49774 -1.96992
H 2.08419 -1.53456 1.39539
H 1.73153 -2.65894 -0.75305
*
```

For each atom in turn, the Löwdin charge in e is:
1 H 0.14
2 C -0.67
3 H 0.14
4 C -0.09
5 N 0.03
6 O -0.32
7 O -0.47
8 H 0.09
9 H 0.07
10 H 0.05
11 H 0.15
12 C -0.46
13 S 0.96
14 N 0.06
15 N 0.11
16 H 0.06
17 H 0.08
18 H 0.08

***

Q: What are the energies relative to the best structure? A: #A 52.6; #B 0.0, in kcal/mol.

***

#A
The following is a DFT calculation (the ωB97M-V functional and the def2-TZVPD basis) of a 2-piece molecular cluster, C10H10N2O2 overall.

Properties
Molecular weight in g mol⁻¹: 190.2
HOMO level in hartree: -0.3320
Gap between HOMO and LUMO in eV: 8.8
SMILES: O=c1cc[nH]c(=O)[nH]1.c1ccccc1
LUMO in eV: -0.211

ORCA input file:
```
! wB97M-V def2-TZVPD RIJCOSX def2/J DEFGRID3
* xyz 0 1
C -0.78332 1.26519 -1.18563
C 0.78054 -1.87944 1.33027
H -2.95066 -1.45361 0.07272
H -1.62387 0.64152 -1.55949
O 0.89151 4.27868 -0.87967
H 1.78310 -1.99885 1.87709
C 0.12741 -2.90671 0.60187
H 2.37658 2.73783 0.26331
C -0.44521 2.57856 -1.32026
N 0.36725 0.44922 -0.81201
C -1.24017 -0.63069 1.07246
H 0.64647 -3.83866 0.37561
H 0.49173 -0.64969 -0.87362
C 0.69979 3.05348 -0.91046
H -1.70045 0.32015 1.35946
C 0.05703 -0.71730 1.45830
O 2.55317 0.08872 -0.41185
N 1.67612 2.22553 -0.25502
C -1.17502 -2.76442 0.11850
H -1.71921 -3.52379 -0.53719
H 0.56894 0.09314 1.94660
C 1.59397 0.92134 -0.38603
C -1.88918 -1.58283 0.40616
H -1.08652 3.29261 -1.75114
*
```

For each atom in turn, the Löwdin charge in e is:
1 C 0.04
2 C -0.08
3 H 0.12
4 H 0.14
5 O 0.06
6 H 0.14
7 C -0.09
8 H 0.18
9 C -0.04
10 N 0.07
11 C -0.18
12 H 0.10
13 H 0.20
14 C -0.46
15 H 0.12
16 C -0.16
17 O 0.02
18 N 0.23
19 C -0.09
20 H 0.12
21 H 0.12
22 C -0.55
23 C -0.12
24 H 0.12

***

#B
The following is a DFT calculation (the ωB97M-V functional and the def2-TZVPD basis) of C10H10N2O2 as an isolated structure.

Properties
Molecular weight in g mol⁻¹: 190.2
HOMO level in hartree: -0.2942
Gap between HOMO and LUMO in eV: 8.2
LUMO in eV: 0.198

ORCA input file:
```
! wB97M-V def2-TZVPD RIJCOSX def2/J DEFGRID3
* xyz 0 1
H 2.59043 2.01075 0.41754
C 2.97684 -0.11906 0.24677
H -0.84319 -1.62784 1.19288
H 3.88949 -0.08697 0.85552
H 0.54165 1.87408 -1.06560
C 2.27521 1.02860 -0.06337
H 0.99477 -2.41851 -1.26641
H 0.17807 2.17750 0.41251
H 3.13158 -2.23305 -0.07539
C 1.08510 0.98640 -0.74574
C -2.61885 0.66344 -0.43983
O -3.09646 -1.60634 0.07113
C 2.54825 -1.30617 -0.27871
N -1.13479 -0.72477 0.78995
C -2.35718 -0.65910 0.08845
O 0.95946 0.05484 1.41587
H -0.37239 -0.28625 -1.69559
H -3.57670 0.85078 -0.96209
C -1.67895 1.62681 -0.34643
C -0.14260 0.22008 0.88287
C 1.33197 -1.40878 -0.94594
N -0.51111 1.42609 0.31584
C 0.56521 -0.25720 -1.16754
H -1.82648 2.59207 -0.83308
*
```

For each atom in turn, the Löwdin charge in e is:
1 H 0.14
2 C -0.10
3 H 0.19
4 H 0.12
5 H 0.12
6 C -0.10
7 H 0.12
8 H 0.17
9 H 0.12
10 C -0.20
11 C 0.01
12 O 0.09
13 C -0.10
14 N 0.21
15 C -0.48
16 O 0.02
17 H 0.12
18 H 0.13
19 C -0.07
20 C -0.52
21 C -0.07
22 N 0.02
23 C -0.09
24 H 0.14

***

#C
The following is a DFT calculation (the ωB97M-V functional and the def2-TZVPD basis) of the molecule C10H10N2O2.

Properties
Molecular weight in g mol⁻¹: 190.2
HOMO level in hartree: -0.3384
Gap between HOMO and LUMO in eV: 9.5
SMILES: CC1=NCc2ccccc2[C@@H]1[N+](=O)[O-]
LUMO in eV: 0.303

ORCA input file:
```
! wB97M-V def2-TZVPD RIJCOSX def2/J DEFGRID3
* xyz 0 1
O 1.17399 -1.54762 1.51326
H 2.60815 1.93346 -2.08857
H 3.28913 0.39577 -1.19240
C -0.47838 -0.55604 -0.25126
C -1.38151 -1.17568 -1.10878
H -4.23531 -0.48406 0.67093
C -3.20521 -0.51540 0.33500
C 0.92163 -0.58872 -0.61315
H -0.37941 2.25005 1.81804
C -0.95056 0.33328 0.74568
C 0.04433 1.27913 1.42490
H -0.95592 -1.78671 -1.91531
N 1.59486 -1.48094 0.38065
C 1.57958 1.06851 -0.32501
N 1.06414 1.73655 0.58017
H -3.45269 -2.00505 -1.17752
H -2.62323 1.00220 1.82876
H 1.30482 -0.85246 -1.54577
H 0.36449 0.58257 2.18597
H 3.40111 2.11418 -0.60753
C 2.75278 1.35787 -1.11557
C -2.26781 0.27622 1.09840
O 2.59319 -2.08854 0.07273
C -2.76216 -1.24857 -0.71361
*
```

For each atom in turn, the Löwdin charge in e is:
1 O 0.08
2 H 0.11
3 H 0.09
4 C -0.19
5 C 0.00
6 H 0.10
7 C -0.08
8 C -0.05
9 H 0.14
10 C -0.16
11 C -0.16
12 H 0.12
13 N -0.36
14 C -0.22
15 N 0.10
16 H 0.12
17 H 0.11
18 H 0.12
19 H 0.12
20 H 0.10
21 C -0.05
22 C -0.02
23 O 0.07
24 C -0.09

***

#D
The following is a DFT calculation (the ωB97M-V functional and the def2-TZVPD basis) of C10H10N2O2 as an isolated structure.

Properties
Molecular weight in g mol⁻¹: 190.2
HOMO level in hartree: -0.3433
Gap between HOMO and LUMO in eV: 9.9
LUMO in eV: 0.585

ORCA input file:
```
! wB97M-V def2-TZVPD RIJCOSX def2/J DEFGRID3
* xyz 0 1
O 1.43137 2.79064 -0.04561
N 2.17155 1.74777 -0.29017
C -2.66199 -1.33632 -0.23191
H 3.32316 0.13671 -0.93911
C -3.89916 -0.60218 -0.00184
C 3.72192 -1.18220 0.68269
H -2.37320 2.60332 -0.09872
H 3.66446 -0.30370 1.61610
H 3.09932 -2.17701 1.46034
N 0.12439 2.53821 0.02810
C 2.92338 -0.92660 -0.67304
C -1.41907 -0.72419 -0.19472
C -0.00344 1.24375 -0.04655
C -1.42843 0.52471 -0.04748
H -0.63984 -1.40860 -0.49175
O 1.59354 -0.53855 -0.35807
H 2.62391 -1.79914 -1.27405
C 1.32954 0.80545 -0.25691
H -2.88708 -2.73339 -0.03163
H -4.82735 -0.98746 0.13901
C -3.71837 0.83386 0.09084
H 4.88666 -1.26925 0.63015
H -4.53089 1.42791 0.24135
C -2.50438 1.33624 0.09299
*
```

For each atom in turn, the Löwdin charge in e is:
1 O -0.06
2 N 0.13
3 C -0.06
4 H 0.13
5 C -0.03
6 C -0.13
7 H 0.20
8 H 0.12
9 H 0.16
10 N 0.13
11 C -0.23
12 C -0.12
13 C -0.07
14 C -0.21
15 H 0.12
16 O -0.10
17 H 0.13
18 C -0.33
19 H 0.20
20 H 0.05
21 C -0.09
22 H 0.06
23 H 0.07
24 C -0.08

***

Q: What are the energies relative to the best structure? A: #A 0.0; #B 52.4; #C 67.3; #D 164.3, in kcal/mol.

***

#A
The following is a DFT calculation (the ωB97M-V functional and the def2-TZVPD basis) of the molecule C19H20N2O3.

Properties
Molecular weight in g mol⁻¹: 324.4
HOMO level in hartree: -0.2810
Gap between HOMO and LUMO in eV: 7.9
SMILES: CCOc1ccc(NCc2cc3cc(OC)ccc3[nH]c2=O)cc1
LUMO in eV: 0.252

ORCA input file:
```
! wB97M-V def2-TZVPD RIJCOSX def2/J DEFGRID3
* xyz 0 1
C -2.04104 -1.78572 2.06753
O 1.88306 2.91857 -0.13812
H 0.33031 4.07103 -0.89300
C 0.73631 -1.58596 -1.13672
C 1.25128 2.27086 0.88886
O 1.22498 -1.33120 -3.40275
H 1.82908 3.94978 -1.83462
H -3.05576 -1.65173 -1.83152
C -0.60119 -1.78156 2.31906
C 0.81685 -1.19122 -4.74175
H -1.49059 -1.42882 -3.68484
C -0.63803 1.61281 2.21956
O -2.90210 -1.75853 2.93209
H 2.17262 0.14028 3.35276
N -0.39610 -0.06506 3.97201
C -0.15005 -1.71123 -0.06906
C 0.27271 -1.47452 -2.43901
H -0.80345 -2.04622 4.44738
H -0.17647 1.65879 -1.45564
C -1.10438 -1.50742 -2.68140
H 1.34114 -1.74087 1.48664
H 1.73443 -1.08335 -5.31783
C 0.15763 0.77244 2.99032
H 0.19597 -0.30030 -4.88206
C -1.99368 -1.63427 -1.63447
C 0.51989 2.24425 -2.05284
H -0.00502 2.65051 -2.91349
H 0.86569 -1.74163 3.89506
H 1.31148 1.58282 -2.39649
N -2.39792 -1.81320 0.73878
C 2.06555 1.48663 1.70544
C -1.53528 -1.72717 -0.32330
H -0.76414 2.97878 0.59816
C -0.10467 2.35454 1.18136
H 0.27364 -2.07443 -5.09303
H 1.79879 -1.55731 -0.95636
H -1.69988 1.66762 2.41915
H -1.39063 0.11235 4.07659
C 1.52920 0.75037 2.73790
H -3.39400 -1.81491 0.55215
C -0.18551 -1.49658 3.73688
C 0.27872 -1.76123 1.29252
C 1.11702 3.38281 -1.22849
H 3.12355 1.45921 1.49660
*
```

For each atom in turn, the Löwdin charge in e is:
1 C -0.43
2 O -0.06
3 H 0.11
4 C 0.06
5 C -0.28
6 O -0.09
7 H 0.12
8 H 0.11
9 C -0.12
10 C -0.09
11 H 0.10
12 C -0.01
13 O 0.05
14 H 0.12
15 N 0.03
16 C -0.14
17 C -0.29
18 H 0.12
19 H 0.06
20 C -0.02
21 H 0.13
22 H 0.09
23 C -0.30
24 H 0.09
25 C -0.01
26 C -0.06
27 H 0.08
28 H 0.11
29 H 0.08
30 N 0.17
31 C 0.00
32 C -0.19
33 H 0.11
34 C -0.02
35 H 0.10
36 H 0.13
37 H 0.12
38 H 0.12
39 C -0.04
40 H 0.16
41 C -0.14
42 C 0.04
43 C -0.25
44 H 0.12

***

#B
The following is a DFT calculation (the ωB97M-V functional and the def2-TZVPD basis) of the molecule C19H20N2O3.

Properties
Molecular weight in g mol⁻¹: 324.4
HOMO level in hartree: -0.2545
Gap between HOMO and LUMO in eV: 5.3
LUMO in eV: -1.634

ORCA input file:
```
! wB97M-V def2-TZVPD RIJCOSX def2/J DEFGRID3
* xyz 0 1
C 1.43274 -5.11717 5.70237
C -2.63720 -0.05410 1.85595
H 0.86291 -4.05903 2.57373
O 0.96265 -2.58698 0.62506
O 3.08290 0.83818 2.46102
C -0.07587 0.68152 0.91609
H -1.81914 -2.10371 1.97182
H 2.41743 -3.24373 6.33082
C 4.67596 0.39465 5.60830
C -1.16202 1.66377 1.03297
H -0.13928 -3.35228 3.86560
C -1.64060 -1.03585 1.73530
H 4.83438 1.44382 5.89052
H -3.20446 2.02567 1.54323
C 0.72271 -5.29227 4.37290
C 0.79640 -3.91003 3.67221
N 1.88141 -3.15991 4.26694
N 2.00746 0.23493 2.32573
C -2.38688 1.30401 1.51321
C 2.38724 -3.93790 5.48009
C 3.30618 -1.29160 4.58062
H 0.64028 0.78290 0.06549
H 0.79143 -4.81632 6.53271
H 4.38109 -3.14550 3.99962
C -0.35678 -0.67694 1.35589
C 1.90228 -1.73918 4.18439
C 4.43634 -2.16315 4.51731
H 6.37659 -2.63418 5.41334
H 2.57457 0.71863 5.06252
H -0.90262 2.66118 0.67732
C 0.77931 -1.65311 1.42059
C 1.81774 -1.23022 2.58925
H 3.40531 -4.35800 5.36206
H 2.82549 -1.64999 2.30576
C 5.58311 -1.86735 5.30704
C 5.67741 -0.57856 5.90082
H 1.21693 -6.12369 3.85904
O 0.91743 1.03733 2.22539
H 1.96930 -6.01018 6.04346
H -3.59834 -0.33279 2.29430
H -0.29803 -5.60393 4.61402
H 6.58558 -0.32034 6.51065
H 1.11978 -1.04750 4.78333
C 3.46131 0.02808 5.01131
*
```

For each atom in turn, the Löwdin charge in e is:
1 C -0.18
2 C -0.09
3 H 0.11
4 O 0.09
5 O 0.09
6 C -0.14
7 H 0.12
8 H 0.12
9 C -0.07
10 C -0.07
11 H 0.12
12 C -0.05
13 H 0.10
14 H 0.10
15 C -0.16
16 C -0.16
17 N -0.12
18 N -0.19
19 C -0.10
20 C -0.14
21 C -0.23
22 H 0.16
23 H 0.11
24 H 0.12
25 C -0.17
26 C -0.19
27 C -0.04
28 H 0.11
29 H 0.14
30 H 0.10
31 C -0.25
32 C -0.01
33 H 0.10
34 H 0.16
35 C -0.07
36 C -0.08
37 H 0.11
38 O 0.00
39 H 0.11
40 H 0.09
41 H 0.11
42 H 0.11
43 H 0.19
44 C -0.07

***

Q: What are the energies relative to the best structure? A: #A 0.0; #B 207.2, in kcal/mol.